Formula: C5H10O2
Source: OMol25
Level of theory: the ωB97M-V functional and the def2-TZVPD basis

* SMILES: OC[C@H]1CCOC1
* HOMO-LUMO gap: 10.44 eV
* ΔE to the lowest compared entry with this formula, charge and spin: 281.2 kJ/mol
* HOMO: -9.536 eV
* E_LUMO: 0.91 eV

Geometry as XYZ:
```
17
Properties=species:S:1:pos:R:3:forces:R:3
O 1.98217 -0.15901 1.32116 1.3 -0.6 -2.5
C 1.63445 -0.56561 -0.21785 0.6 0.3 1.5
C 0.19416 -0.32921 0.06485 -0.1 0.0 0.0
C -0.26305 1.13012 -0.02014 -0.1 0.0 0.1
C -1.74336 0.88450 0.15446 -0.2 0.3 0.2
O -2.04278 -0.28481 -0.60842 -0.1 0.0 0.0
C -0.87785 -1.09839 -0.68220 0.2 -0.3 -0.1
H 2.83634 0.26106 1.49200 0.2 -0.3 -0.6
H 2.08188 0.03149 -1.05719 -0.1 0.0 1.3
H 1.83486 -1.63312 -0.48404 0.2 0.7 1.0
H 0.22276 -0.67013 1.13435 -1.2 0.5 -0.9
H 0.17103 1.74895 0.76774 -0.1 -0.1 0.0
H -0.07843 1.64786 -0.98123 0.1 -0.6 0.2
H -2.35391 1.71313 -0.20299 -0.2 -0.2 0.0
H -1.94580 0.69936 1.21754 -0.2 0.1 -0.1
H -0.66131 -1.32055 -1.73887 0.0 0.2 0.2
H -0.99116 -2.05564 -0.15915 -0.5 0.0 -0.2
```
Forces are in eV/Å.

=====

Formula: C5H10O2
Source: OMol25
Level of theory: the ωB97M-V functional and the def2-TZVPD basis

* HOMO-LUMO gap: 9.03 eV
* ΔE to the lowest compared entry with this formula, charge and spin: 618.3 kJ/mol
* HOMO: -8.561 eV
* E_LUMO: 0.47 eV

Geometry as XYZ:
```
17
Properties=species:S:1:pos:R:3:forces:R:3
C -1.44803 -1.48979 -1.13669 0.7 -0.1 -0.1
C -0.64921 0.58769 0.69163 -0.5 0.2 -0.3
C 0.42125 -0.48690 0.83146 0.0 0.0 0.3
O -0.04610 -1.80868 0.50451 0.0 0.4 -0.3
C 1.28353 0.26433 -0.19988 0.0 -0.2 0.0
C 0.43768 1.50870 0.08795 0.2 -0.2 0.5
O 0.15431 2.25701 -1.06150 -0.3 0.3 0.1
H -1.34039 0.26744 -0.12374 0.5 0.3 0.6
H -2.12500 -2.07606 -0.53799 -0.7 -0.4 0.5
H -0.83610 -2.27139 -1.57241 0.2 -0.4 -0.6
H -1.21544 0.89987 1.57391 0.2 0.0 -0.1
H 0.87068 -0.52471 1.83112 0.0 0.0 -0.2
H 0.73310 -2.35934 0.32047 -0.4 0.1 -0.1
H 2.36412 0.31637 -0.05267 -0.1 0.0 0.0
H 1.04018 -0.09646 -1.20240 0.0 0.1 0.0
H 0.89711 2.13050 0.87091 0.0 0.0 -0.2
H -0.54169 2.88141 -0.82468 0.1 0.0 -0.2
```
Forces are in eV/Å.

=====

Formula: C5H10O2
Source: OMol25
Level of theory: the ωB97M-V functional and the def2-TZVPD basis

* HOMO-LUMO gap (spin up / spin down): 8.03 / 7.84 eV
* ΔE to the lowest compared entry with this formula, charge and spin: 678.0 kJ/mol
* HOMO (spin up / spin down): -7.568 / -7.721 eV
* E_LUMO (spin up / spin down): 0.46 / 0.12 eV

Geometry as XYZ:
```
17
Properties=species:S:1:pos:R:3:forces:R:3
O 2.77548 -0.07684 -0.65600 0.1 0.2 0.1
C 1.79308 -0.87733 -0.03802 -0.3 -0.2 -0.1
C 0.42928 -0.24065 -0.15522 0.5 -0.7 0.8
C -0.83060 -1.01347 0.33999 0.8 -0.1 -0.1
C -1.95470 -0.09928 0.44132 -1.0 -0.3 0.5
C -0.59939 1.55030 -0.45510 0.6 0.4 -1.1
O 0.45152 1.05332 0.35322 0.0 -0.2 0.1
H 2.63081 0.82027 -0.32420 0.1 -0.1 -0.1
H 2.04175 -1.05417 1.02532 -0.1 0.1 -0.1
H 1.79453 -1.84927 -0.54152 0.0 0.1 0.1
H -0.59665 0.49339 -1.12695 -0.8 1.0 0.1
H -0.55777 -1.35131 1.35205 0.0 -0.1 -0.1
H -0.98882 -1.89193 -0.29150 0.0 0.1 0.1
H -2.04569 0.50441 1.33925 0.0 0.0 -0.2
H -2.88358 -0.30408 -0.08450 0.2 0.1 0.0
H -1.30541 2.18759 0.08202 -0.1 -0.3 -0.1
H -0.15383 2.14905 -1.26016 0.0 0.1 0.1
```
Forces are in eV/Å.

=====

Formula: C5H10O2
Source: OMol25
Level of theory: the ωB97M-V functional and the def2-TZVPD basis

* SMILES: C[C@@H]1OC[C@H](C)O1
* HOMO-LUMO gap: 10.86 eV
* ΔE to the lowest compared entry with this formula, charge and spin: 119.0 kJ/mol
* HOMO: -9.737 eV
* E_LUMO: 1.12 eV

Geometry as XYZ:
```
17
Properties=species:S:1:pos:R:3:forces:R:3
C 2.27019 -0.68977 -0.74746 0.0 0.0 0.0
C 1.30846 -0.05376 0.22759 0.3 0.0 0.0
O 0.62310 -1.05151 0.97999 0.0 -0.1 0.0
C -0.76605 -0.83319 0.81181 -0.3 0.0 0.0
C -0.82835 0.62368 0.36904 -0.2 0.0 0.1
C -2.05440 1.04800 -0.40661 0.0 0.0 0.0
O 0.32945 0.69033 -0.45396 0.0 0.0 0.0
H 1.73315 -1.41201 -1.36832 0.1 0.1 0.1
H 2.72580 0.06889 -1.39015 -0.1 -0.1 0.1
H 3.05898 -1.21117 -0.19740 -0.1 0.1 -0.1
H 1.83676 0.59915 0.94321 -0.1 -0.1 -0.1
H -1.17240 -1.49004 0.02694 0.0 0.1 0.1
H -1.28134 -1.03630 1.75533 0.1 0.1 -0.1
H -0.68721 1.27331 1.24979 0.0 -0.1 -0.1
H -1.95117 2.08169 -0.74899 0.0 -0.1 0.1
H -2.94375 0.98604 0.23013 0.1 0.0 -0.1
H -2.20122 0.40668 -1.28093 0.0 0.1 0.1
```
Forces are in eV/Å.

=====

Formula: C5H10O2
Source: OMol25
Level of theory: the ωB97M-V functional and the def2-TZVPD basis

* SMILES: C[C@@H]1OCC[C@H]1O
* HOMO-LUMO gap: 10.76 eV
* ΔE to the lowest compared entry with this formula, charge and spin: 121.8 kJ/mol
* HOMO: -9.844 eV
* E_LUMO: 0.92 eV

Geometry as XYZ:
```
17
Properties=species:S:1:pos:R:3:forces:R:3
C 1.40805 -0.22787 -1.70658 0.0 0.0 0.0
C 0.43749 0.40443 -0.73200 0.0 -0.1 -0.2
O 1.13308 0.83690 0.42758 0.0 0.0 0.0
C 0.15215 0.93873 1.44295 -0.1 0.0 0.2
C -0.65759 -0.34891 1.29356 0.0 0.0 0.0
C -0.68657 -0.53491 -0.23583 0.4 -0.1 0.2
O -1.88863 -0.09598 -0.84266 -0.3 -0.1 0.1
H 0.87104 -0.54981 -2.60537 0.1 0.0 0.1
H 2.18599 0.48233 -2.00179 -0.1 -0.1 0.1
H 1.88917 -1.10132 -1.25242 -0.1 0.1 -0.1
H -0.06954 1.26705 -1.19532 0.1 -0.1 0.0
H -0.48957 1.81921 1.27133 0.1 -0.1 0.0
H 0.66012 1.04847 2.40448 -0.1 0.0 -0.1
H -1.66640 -0.28904 1.71551 0.1 0.0 -0.1
H -0.12679 -1.17935 1.77148 -0.1 0.1 -0.1
H -0.47538 -1.57826 -0.51582 -0.1 0.2 0.0
H -2.60373 -0.66716 -0.53429 0.1 0.1 -0.1
```
Forces are in eV/Å.

=====

Formula: C5H10O2
Source: OMol25
Level of theory: the ωB97M-V functional and the def2-TZVPD basis

* SMILES: OC[C@H]1CCOC1
* HOMO-LUMO gap: 10.33 eV
* ΔE to the lowest compared entry with this formula, charge and spin: 359.7 kJ/mol
* HOMO: -9.416 eV
* E_LUMO: 0.91 eV

Geometry as XYZ:
```
17
Properties=species:S:1:pos:R:3:forces:R:3
O 2.18207 0.98331 0.13436 0.0 -2.0 -0.8
C 1.47530 -0.51654 -0.10432 1.3 0.8 -0.4
C 0.06342 -0.83717 0.47436 0.6 0.9 0.0
C -0.23394 0.62469 0.83980 -0.4 0.6 0.4
C -1.26385 1.02532 -0.22148 -0.3 0.4 0.2
O -1.27766 0.01104 -1.22490 0.0 0.1 0.0
C -1.04859 -1.20145 -0.55165 0.5 0.0 0.1
H 2.15510 1.59753 -0.63223 -0.3 -1.1 0.3
H 1.45601 -0.56861 -1.18123 0.4 -0.4 -0.2
H 2.25309 -1.03257 0.42787 0.3 -0.5 -0.4
H 0.04076 -1.56404 1.31034 0.5 0.6 -0.4
H -0.50982 0.73101 1.88170 -0.7 0.2 0.1
H 0.75005 1.18126 0.68410 -2.4 -0.2 0.9
H -1.00191 1.95167 -0.73771 -0.1 0.0 0.1
H -2.25591 1.12649 0.23151 -0.1 0.0 -0.2
H -0.81018 -1.97438 -1.29730 0.2 0.3 0.2
H -1.97393 -1.53756 -0.03322 0.5 0.2 0.1
```
Forces are in eV/Å.

=====

Formula: C5H10O2
Source: OMol25
Level of theory: the ωB97M-V functional and the def2-TZVPD basis

* SMILES: OC[C@H]1CCCO1
* HOMO-LUMO gap: 10.64 eV
* ΔE to the lowest compared entry with this formula, charge and spin: 153.1 kJ/mol
* HOMO: -9.745 eV
* E_LUMO: 0.90 eV

Geometry as XYZ:
```
17
Properties=species:S:1:pos:R:3:forces:R:3
O -1.94234 0.66540 -0.31868 0.0 -0.1 0.2
C -1.15132 0.13065 -1.36569 0.1 0.0 -0.3
C 0.34023 -0.02894 -1.03937 0.0 0.2 -0.1
C 0.83268 0.95786 0.02585 0.1 0.0 0.0
C 0.54667 0.20876 1.34519 0.1 0.0 0.1
C 0.42796 -1.27091 0.90351 0.0 -0.1 0.3
O 0.64398 -1.30783 -0.49619 0.0 -0.1 -0.1
H -1.65056 0.28678 0.51687 -0.2 0.0 -0.1
H -1.26789 0.83465 -2.19589 0.1 -0.1 0.1
H -1.53090 -0.84724 -1.69919 0.0 0.1 0.1
H 0.90357 0.03575 -1.97673 -0.1 0.0 0.1
H 0.33803 1.93009 -0.04745 0.1 -0.2 0.1
H 1.91144 1.10369 -0.08099 -0.2 0.0 0.0
H -0.36975 0.55117 1.84154 0.2 0.0 -0.1
H 1.34937 0.35365 2.07137 -0.1 -0.1 -0.1
H -0.56168 -1.69237 1.14215 0.1 0.1 0.0
H 1.18051 -1.91117 1.37369 -0.1 0.1 -0.1
```
Forces are in eV/Å.

=====

Formula: C5H10O2
Source: OMol25
Level of theory: the ωB97M-V functional and the def2-TZVPD basis

* SMILES: CC(=O)[C@H]1CCO1.[H][H]
* HOMO-LUMO gap: 10.35 eV
* ΔE to the lowest compared entry with this formula, charge and spin: 286.4 kJ/mol
* HOMO: -9.441 eV
* E_LUMO: 0.91 eV

Geometry as XYZ:
```
17
Properties=species:S:1:pos:R:3:forces:R:3
C 1.88140 -0.10976 1.37764 0.0 -0.1 0.1
C 0.80500 -0.75522 0.54549 0.0 -0.3 0.1
O 0.42408 -1.89530 0.71598 0.2 0.5 0.0
C 0.18361 0.08475 -0.56054 0.1 -0.3 -0.1
C -1.32957 0.32826 -0.44570 -0.1 -0.1 0.0
C -0.92328 1.80225 -0.29869 -0.3 0.2 0.0
O 0.47252 1.48505 -0.45622 0.1 0.1 0.0
H 2.30412 -0.84564 2.06361 -0.1 0.1 -0.1
H 2.66044 0.31024 0.73246 -0.1 0.0 0.1
H 1.45985 0.73214 1.93693 0.0 -0.1 -0.1
H 0.51500 -0.32915 -1.52345 0.0 0.0 0.1
H -1.89933 0.08706 -1.34475 0.1 0.0 0.2
H -1.80403 -0.13718 0.42094 0.1 0.1 -0.1
H -1.12618 2.25569 0.67918 0.0 -0.1 -0.1
H -1.27358 2.47604 -1.08806 0.1 -0.1 0.1
H -1.38050 -2.81963 -1.67968 0.0 0.0 0.0
H -0.96955 -2.66961 -1.07513 -0.1 0.0 -0.1
```
Forces are in eV/Å.

=====

Formula: C5H10O2
Source: OMol25
Level of theory: the ωB97M-V functional and the def2-TZVPD basis

* HOMO-LUMO gap (spin up / spin down): 6.60 / 7.12 eV
* ΔE to the lowest compared entry with this formula, charge and spin: 428.1 kJ/mol
* HOMO (spin up / spin down): -6.729 / -6.999 eV
* E_LUMO (spin up / spin down): -0.13 / 0.12 eV

Geometry as XYZ:
```
17
Properties=species:S:1:pos:R:3:forces:R:3
C -1.41479 -0.68981 -0.18141 -0.1 -0.1 0.0
C -0.43293 0.43108 0.16225 0.2 -0.3 0.0
O -0.71575 1.58046 -0.66360 -0.1 0.2 0.1
C -0.31049 0.68321 1.60107 -0.3 0.1 0.1
C 0.98295 0.04711 -0.21713 0.2 -0.2 -0.1
C 1.34690 -1.02896 -1.17607 0.0 0.0 0.0
O 1.99642 0.66805 0.30442 -0.3 0.0 0.0
H -2.41905 -0.34235 0.07314 0.2 0.0 0.0
H -1.39878 -0.92188 -1.25163 0.0 0.0 0.2
H -1.21229 -1.60093 0.39247 0.0 0.1 -0.1
H -1.22516 2.16156 -0.07730 0.1 0.0 -0.1
H -0.13303 1.71905 1.90338 0.0 -0.1 0.0
H -0.90393 0.08894 2.28745 0.1 0.1 -0.1
H 2.43002 -1.11845 -1.27471 -0.2 0.0 0.0
H 0.93911 -1.98167 -0.81948 0.0 0.1 0.0
H 0.88620 -0.83156 -2.15016 0.0 0.0 0.1
H 1.58458 1.13613 1.08732 0.1 0.0 -0.1
```
Forces are in eV/Å.

=====

Formula: C5H10O2
Source: OMol25
Level of theory: the ωB97M-V functional and the def2-TZVPD basis

* SMILES: CCCCC(=O)O
* HOMO-LUMO gap: 11.22 eV
* ΔE to the lowest compared entry with this formula, charge and spin: 67.7 kJ/mol
* HOMO: -10.406 eV
* E_LUMO: 0.81 eV

Geometry as XYZ:
```
17
Properties=species:S:1:pos:R:3:forces:R:3
C -1.81923 0.82428 -0.88328 -0.3 -1.1 0.2
C -0.94158 -0.44017 -0.83115 0.3 0.2 -0.5
C 0.57219 -0.14776 -0.83467 -0.7 -0.7 1.0
C 1.00942 0.61496 0.44110 -0.9 -0.6 0.3
C 1.56418 -0.31695 1.47710 0.3 -0.8 -1.1
O 2.64502 -0.23813 1.97252 0.6 0.5 0.8
O 0.77036 -1.40911 1.74160 -0.3 1.0 0.3
H -2.80408 0.56852 -0.48549 0.0 0.2 0.1
H -1.41030 1.64680 -0.30379 0.0 0.2 -0.1
H -1.98885 1.07866 -1.92744 0.2 0.5 0.0
H -1.13614 -1.11547 0.00244 -0.2 0.4 0.3
H -1.20075 -1.03305 -1.71279 0.2 -0.1 0.0
H 1.03827 -1.12723 -0.77366 0.4 -0.1 -0.5
H 0.85824 0.35313 -1.73611 0.3 0.4 -0.5
H 0.09683 0.96120 0.93785 0.1 0.6 -0.2
H 1.70626 1.42599 0.27540 0.0 0.1 0.0
H 1.04015 -1.64566 2.64037 0.1 -0.6 -0.1
```
Forces are in eV/Å.

=====

Formula: C5H10O2
Source: OMol25
Level of theory: the ωB97M-V functional and the def2-TZVPD basis

* SMILES: OC[C@H]1CCCO1
* HOMO-LUMO gap: 10.74 eV
* ΔE to the lowest compared entry with this formula, charge and spin: 130.1 kJ/mol
* HOMO: -9.775 eV
* E_LUMO: 0.97 eV

Geometry as XYZ:
```
17
Properties=species:S:1:pos:R:3:forces:R:3
O 2.72847 -0.01915 -0.35477 0.0 0.2 -0.1
C 1.61285 -0.62006 0.25426 -0.3 -0.2 0.2
C 0.38441 -0.52822 -0.64517 0.1 -0.2 0.0
C -0.90558 -0.99103 0.05118 0.0 -0.1 0.0
C -1.63252 0.31684 0.42677 -0.1 0.1 0.0
C -0.68004 1.42754 -0.04770 -0.2 0.2 0.2
O 0.17310 0.83516 -1.01382 0.0 0.0 -0.1
H 2.39651 0.80788 -0.73500 0.1 -0.1 0.0
H 1.38773 -0.15833 1.23338 0.1 0.0 -0.2
H 1.85913 -1.67210 0.43865 0.0 0.1 0.0
H 0.58873 -1.06269 -1.57896 0.0 0.0 0.1
H -0.68019 -1.60787 0.92841 0.0 0.1 -0.1
H -1.51553 -1.59833 -0.62236 0.1 0.1 0.1
H -1.82933 0.39334 1.50038 0.0 0.0 -0.2
H -2.59437 0.38468 -0.08938 0.2 0.0 0.1
H -0.09580 1.83452 0.79144 -0.1 -0.1 -0.1
H -1.19757 2.25783 -0.53729 0.1 -0.1 0.1
```
Forces are in eV/Å.

=====

Formula: C5H10O2
Source: OMol25
Level of theory: the ωB97M-V functional and the def2-TZVPD basis

* SMILES: C/C=C/C=C/O.O
* HOMO-LUMO gap: 9.16 eV
* ΔE to the lowest compared entry with this formula, charge and spin: 345.1 kJ/mol
* HOMO: -8.400 eV
* E_LUMO: 0.76 eV

Geometry as XYZ:
```
17
Properties=species:S:1:pos:R:3:forces:R:3
C 2.82111 -0.05132 -1.47782 2.6 2.4 0.8
C 1.67233 0.08055 -0.57173 -2.0 -1.0 0.9
C 0.42031 0.48461 -0.87004 1.1 -0.6 -0.6
C -0.85236 0.01535 -0.26013 -0.2 1.1 0.2
C -1.87218 -0.41934 -1.00976 0.6 1.0 0.5
O -3.16254 -0.17071 -0.59922 -0.5 -1.2 -0.4
H 3.73543 0.34124 -0.96195 -0.5 -0.1 0.1
H 3.23817 -1.02325 -1.72726 -1.0 -0.4 -0.3
H 2.79836 0.65384 -2.31040 -0.5 -0.6 -0.5
H 1.72948 -0.31069 0.44660 0.4 -0.7 -0.3
H 0.33590 1.16071 -1.72164 -0.3 -0.6 -0.4
H -1.16323 0.26006 0.75819 0.4 0.4 0.0
H -1.72748 -0.91379 -1.96387 -0.4 0.2 -0.2
H -3.24730 0.74602 -0.32786 0.3 -0.1 0.1
O -1.20649 -0.26539 4.24782 0.9 0.0 0.0
H -1.86065 0.16766 4.78186 -0.6 0.2 0.2
H -1.65886 -0.75555 3.56719 -0.4 -0.2 -0.2
```
Forces are in eV/Å.

=====

Formula: C5H10O2
Source: OMol25
Level of theory: the ωB97M-V functional and the def2-TZVPD basis

* SMILES: CO[C@H]1C/C1=C/O.[H][H]
* HOMO-LUMO gap: 9.69 eV
* ΔE to the lowest compared entry with this formula, charge and spin: 438.9 kJ/mol
* HOMO: -8.701 eV
* E_LUMO: 0.99 eV

Geometry as XYZ:
```
17
Properties=species:S:1:pos:R:3:forces:R:3
C 2.55981 0.39340 -0.05017 0.3 0.0 0.1
O 1.24692 0.38198 -0.55619 0.0 0.0 0.0
C 0.36659 -0.45975 0.12360 0.0 -0.1 -0.1
C -0.17927 -0.09929 1.51357 0.0 0.1 0.3
C -0.96152 0.10178 0.29483 -0.5 0.5 -0.4
C -1.81502 0.86119 -0.37929 0.3 -0.3 0.4
O -1.82177 0.96275 -1.73495 0.1 -0.1 0.0
H 3.05174 -0.58305 -0.16374 -0.1 0.1 0.0
H 2.56894 0.67735 1.01067 0.0 0.0 -0.1
H 3.10497 1.14246 -0.62836 0.0 -0.1 0.1
H 0.52605 -1.52815 -0.06027 -0.1 0.2 0.0
H -0.40422 -0.94792 2.16237 0.1 0.2 -0.1
H 0.19360 0.78278 2.02907 0.0 -0.1 -0.1
H -2.61250 1.43138 0.07850 0.0 0.0 0.0
H -1.01072 0.54787 -2.06388 -0.1 0.1 0.0
H -2.28769 -2.18099 -0.82379 -0.1 -0.2 -0.1
H -2.52591 -1.48379 -0.75198 0.0 -0.1 0.0
```
Forces are in eV/Å.

=====

Formula: C5H10O2
Source: OMol25
Level of theory: the ωB97M-V functional and the def2-TZVPD basis

* HOMO-LUMO gap: 4.84 eV
* ΔE to the lowest compared entry with this formula, charge and spin: 857.1 kJ/mol
* HOMO: -6.688 eV
* E_LUMO: -1.85 eV

Geometry as XYZ:
```
17
Properties=species:S:1:pos:R:3:forces:R:3
C 2.51382 -0.23276 -0.40427 3.3 1.2 1.9
C 1.33226 0.51278 -0.68592 -1.7 0.9 2.0
C 0.14578 0.48955 0.30053 7.2 -0.3 1.3
C -1.10323 0.81604 0.08525 -8.6 2.3 -0.1
C -2.28467 0.43149 0.76306 1.7 0.0 0.5
O -3.56729 0.84582 0.44719 1.2 0.0 -0.6
H 3.07409 -0.01486 0.52658 -0.4 -0.7 -0.1
H 1.15011 -0.34626 -1.24829 -2.0 -0.9 -3.4
H 3.19129 -0.68959 -1.15290 -0.9 0.7 0.0
H 1.33763 1.59014 -0.99862 0.0 -0.8 -0.7
H 0.59061 0.36627 1.30935 -1.1 -0.5 -0.1
H -1.50508 1.50732 -0.65932 1.0 -0.3 -0.9
H -2.24637 -0.17378 1.66753 0.1 -0.2 -0.2
H -4.17753 0.09365 0.36990 0.4 0.2 0.3
H 1.19214 -2.01426 -0.38626 0.1 -0.4 0.2
H 0.09347 -1.09528 0.18096 0.0 -2.6 -0.6
O 0.26296 -2.08627 -0.11479 -0.2 1.6 0.6
```
Forces are in eV/Å.